No. 1
C3H10NS | wB97M-V/def2-TZVPD

Positions of all 15 atoms, in Å:
C (-1.80, -2.18, -1.80)
S (-1.58, -0.78, -0.69)
H (-1.66, -3.05, -1.17)
H (-1.05, -2.20, -2.58)
H (-2.80, -2.17, -2.21)
C (2.13, 0.17, 1.40)
N (1.03, 1.07, 1.05)
C (1.46, 2.45, 0.80)
H (1.73, -0.83, 1.48)
H (2.56, 0.43, 2.36)
H (2.92, 0.24, 0.66)
H (0.62, 0.74, 0.19)
H (2.52, 2.50, 0.51)
H (0.79, 2.88, 0.06)
H (1.38, 3.07, 1.70)

The calculation puts the energy above the lowest of the compared OMol25 structures with the same formula, charge and spin at 50.2 kJ/mol. The value obtained for the LUMO energy (alpha / beta) is 0.9930 / -1.9321 eV. As for the spin multiplicity: 2. Its total charge is 0. The expectation value of S² is 0.7527.

***

No. 2
C3H10NS | wB97M-V/def2-TZVPD

Positions of all 15 atoms, in Å:
C (1.93, 0.14, -0.47)
C (0.67, 0.92, 1.42)
C (-2.43, -0.72, -1.17)
N (0.94, -0.15, 0.53)
S (-0.55, -1.00, -0.29)
H (2.00, -0.68, -1.17)
H (1.76, 1.08, -1.00)
H (2.88, 0.23, 0.06)
H (-0.08, 0.63, 2.16)
H (1.60, 1.15, 1.95)
H (0.35, 1.85, 0.93)
H (-2.31, -0.01, -1.97)
H (-2.57, -1.74, -1.51)
H (-3.11, -0.40, -0.39)
H (-1.07, -1.30, 0.92)

The calculation puts the energy above the lowest of the compared OMol25 structures with the same formula, charge and spin at 307.5 kJ/mol. The value obtained for the LUMO energy is -6.1125 eV. As for the spin multiplicity: 1. Its total charge is +1.

***

No. 3
C3H10NS | wB97M-V/def2-TZVPD

Positions of all 15 atoms, in Å:
C (-0.82, 0.13, 1.39)
N (0.10, -0.83, 2.02)
H (-1.82, -0.12, 1.64)
H (-0.55, 1.17, 1.44)
H (-0.21, -1.14, 3.05)
H (0.98, -0.25, 2.20)
C (0.27, 1.57, -1.06)
S (-0.70, 0.08, -0.67)
C (0.18, -1.34, -1.51)
H (-0.50, 2.34, -1.28)
H (1.05, 1.41, -1.89)
H (0.91, 1.89, -0.21)
H (-0.20, -1.46, -2.51)
H (1.28, -1.07, -1.62)
H (0.01, -2.37, -0.97)

The calculation puts the energy above the lowest of the compared OMol25 structures with the same formula, charge and spin at 195.9 kJ/mol. The value obtained for the LUMO energy is -3.6889 eV. As for the spin multiplicity: 1. Its total charge is +1.

***

No. 4
C3H10NS | wB97M-V/def2-TZVPD

Positions of all 15 atoms, in Å:
C (-1.41, -1.45, 2.58)
N (-0.29, -0.81, 2.67)
H (-2.17, -1.78, 3.48)
H (-1.89, -1.32, 1.64)
H (0.28, -0.47, 1.72)
H (0.22, -0.95, 3.52)
C (0.37, 0.53, -2.74)
C (0.37, 1.19, -1.32)
S (0.99, -0.13, -0.14)
H (0.06, 1.20, -3.40)
H (1.32, 0.29, -3.03)
H (-0.29, -0.35, -2.65)
H (-0.66, 1.48, -1.06)
H (0.96, 2.04, -1.42)
H (2.13, 0.52, 0.15)

The calculation puts the energy above the lowest of the compared OMol25 structures with the same formula, charge and spin at 216.3 kJ/mol. The value obtained for the LUMO energy is -5.3022 eV. As for the spin multiplicity: 1. Its total charge is +1.

***

No. 5
C3H10NS | wB97M-V/def2-TZVPD

Positions of all 15 atoms, in Å:
C (1.01, -0.89, -0.64)
C (0.23, 0.06, 0.26)
N (-0.49, -0.81, 1.26)
C (-0.82, 0.86, -0.50)
S (-0.17, 2.26, -1.44)
H (1.50, -0.47, -1.49)
H (0.38, -1.69, -1.05)
H (1.80, -1.40, -0.07)
H (0.95, 0.68, 0.74)
H (-0.99, -0.25, 1.96)
H (-1.25, -1.32, 0.80)
H (0.17, -1.41, 1.76)
H (-1.27, 0.25, -1.29)
H (-1.59, 1.24, 0.18)
H (0.53, 2.90, -0.48)

The calculation puts the energy above the lowest of the compared OMol25 structures with the same formula, charge and spin at 35.8 kJ/mol. The value obtained for the LUMO energy is -3.8475 eV. As for the spin multiplicity: 1. Its total charge is +1. As for the SMILES: C[C@H]([NH3+])CS.

***

No. 6
C3H10NS2 | wB97M-V/def2-TZVPD

Positions of all 16 atoms, in Å:
C (-1.22, -0.60, -1.35)
C (-0.29, -0.07, -0.26)
N (-0.20, -1.12, 0.89)
C (1.05, 0.54, -0.59)
S (1.55, 2.06, 0.23)
S (1.31, 1.48, 2.16)
H (-2.13, 0.00, -1.41)
H (-0.82, -0.42, -2.34)
H (-1.60, -1.62, -1.24)
H (-0.86, 0.71, 0.23)
H (-1.08, -1.16, 1.40)
H (0.00, -2.00, 0.42)
H (0.60, -0.85, 1.46)
H (1.87, -0.20, -0.54)
H (1.14, 0.68, -1.67)
H (0.68, 2.58, 2.62)

The calculation puts the energy above the lowest of the compared OMol25 structures with the same formula, charge and spin at 79.1 kJ/mol. The value obtained for the LUMO energy is -3.4539 eV. As for the spin multiplicity: 1. Its total charge is +1. As for the SMILES: C[C@@H]([NH3+])CSS.

***

No. 7
C3H10O | wB97M-V/def2-TZVPD

Positions of all 14 atoms, in Å:
C (0.73, 0.76, 0.90)
C (0.71, -0.17, 2.12)
H (-0.24, 0.71, 0.41)
H (0.84, 1.80, 1.20)
H (1.57, 0.62, 0.21)
H (1.62, -0.76, 2.22)
H (0.00, -1.00, 2.11)
H (0.51, 0.49, 2.95)
C (-0.77, -0.66, -2.20)
O (-1.62, 0.46, -1.89)
H (-1.44, -1.24, -2.87)
H (0.07, -0.30, -2.78)
H (-0.53, -1.35, -1.40)
H (-1.45, 0.65, -0.98)

The calculation puts the energy above the lowest of the compared OMol25 structures with the same formula, charge and spin at 95.3 kJ/mol. The value obtained for the LUMO energy is 0.9587 eV. As for the spin multiplicity: 1. Its total charge is 0. As for the SMILES: CC.CO.

***

No. 8
C3H10O2 | wB97M-V/def2-TZVPD

Positions of all 15 atoms, in Å:
C (-1.28, 3.20, -0.99)
C (-0.81, 1.76, -1.05)
O (0.19, 1.57, -2.08)
H (-1.88, 3.46, -1.87)
H (-1.75, 3.33, -0.02)
H (-0.40, 3.84, -1.01)
H (-1.64, 1.07, -1.22)
H (-0.30, 1.44, -0.14)
H (-0.20, 1.15, -2.85)
C (1.69, -3.69, 1.84)
O (0.25, -3.50, 2.03)
H (1.95, -4.54, 2.46)
H (1.86, -3.76, 0.77)
H (2.20, -2.79, 2.19)
H (0.12, -2.55, 1.95)

The calculation puts the energy above the lowest of the compared OMol25 structures with the same formula, charge and spin at 98.2 kJ/mol. The value obtained for the LUMO energy is 0.6247 eV. As for the spin multiplicity: 1. Its total charge is 0. As for the SMILES: CCO.CO.